1.
59
Properties=species:S:1:pos:R:3 method="wB97M-V/def2-TZVPD" total_charge=0 homo_ev=-6.46 fmax_ha_per_bohr=0.11029 orbital_gap_ev=3.84
C 5.7159 1.9931 2.6035
C 5.8834 2.7431 1.1178
C 4.3788 3.3021 0.6481
C 3.8449 2.5746 -0.7465
N 2.3267 2.3162 -0.7337
P 1.9926 0.6497 -0.0809
C 1.9772 -1.2026 0.5301
C 0.4802 0.4043 -1.2147
C -0.7647 -0.4537 -0.6603
C -1.1949 -1.7993 -1.5197
F -2.4175 -1.4411 -2.3344
F -0.1790 -2.1886 -2.5698
C -1.3848 -3.1549 -0.6310
F -0.0546 -3.6603 -0.1223
F -1.8640 -4.2280 -1.5788
C -2.4128 -3.1099 0.6190
F -1.6934 -2.6884 1.8800
F -2.7844 -4.5521 0.8942
C -3.8381 -2.3457 0.3829
F -3.7675 -0.8691 0.3040
F -4.4375 -2.9644 -0.8600
C -4.9786 -2.6712 1.5634
F -5.6574 -3.9810 1.3589
F -4.4244 -2.6796 2.9342
C -6.1946 -1.5231 1.5766
F -6.7060 -1.1983 0.2267
F -7.3312 -2.1365 2.3602
F -5.7886 -0.3172 2.3797
C 1.0239 1.2840 1.4119
S 0.3114 3.0015 1.3365
O 1.3724 4.1630 1.4808
O -0.7205 3.2766 0.2196
H 6.7273 1.9680 3.2119
H 5.2397 0.9051 2.4928
H 4.9485 2.5919 3.2929
H 6.3435 2.0045 0.3319
H 6.5663 3.6893 1.3391
H 4.3089 4.4693 0.6275
H 3.6467 2.8973 1.5002
H 4.0418 3.3763 -1.6081
H 4.4785 1.6128 -0.9455
H 2.0861 2.3287 -1.7706
H 3.2081 0.7830 0.6983
H 2.8495 0.1758 -1.1661
H 1.1854 -1.3173 1.3918
H 3.0588 -1.5588 0.8669
H 1.7031 -1.8274 -0.4468
H 0.0881 1.5053 -1.4685
H 0.9230 0.0567 -2.2704
H -1.7250 0.2576 -0.7298
H -0.7453 -0.8057 0.4521
H 1.7956 1.3175 2.3274
H 0.1625 0.5798 1.8212
H -0.4485 3.1283 2.5504
N -4.2312 -0.9362 -5.0549
H -4.0097 0.0614 -4.9561
H -3.8181 -1.2941 -5.9241
H -3.8467 -1.4530 -4.2553
H -5.2501 -1.0594 -5.0841


2.
10
Properties=species:S:1:pos:R:3 method="wB97M-V/def2-TZVPD" de_lowest_kcal_mol=39.9 total_charge=0 homo_ev="-8.08 / -8.08" fmax_ha_per_bohr=0.08475 orbital_gap_ev="6.93 / 6.92"
C 1.7552 1.0010 -0.0219
C -1.1088 -1.2493 -0.1055
O -1.1948 1.3097 0.9591
O 0.8146 0.4996 -0.6625
P -1.0067 0.6936 -0.3708
H 1.6944 1.4855 0.9876
H 2.7375 1.1200 -0.5269
H -0.7511 -1.6225 -1.0753
H -2.2550 -1.5661 0.0829
H -0.6854 -1.6716 0.7332


3.
10
Properties=species:S:1:pos:R:3 method="wB97M-V/def2-TZVPD" de_lowest_kcal_mol=39.4 smiles="CC=O.O" total_charge=0 homo_ev=-9.70 fmax_ha_per_bohr=0.23093 orbital_gap_ev=10.59
C 0.1360 -0.7064 -1.0816
C 0.0793 0.8268 -1.2203
O -0.8783 1.4282 -0.7334
H -0.6479 -0.9436 -1.9696
H -0.0641 -1.1090 -0.0519
H 1.0666 -1.1084 -1.3787
H 0.8650 1.2665 -1.7859
O -0.2329 -0.0813 2.4240
H -0.0368 -0.4337 3.1422
H -0.2868 0.8610 2.6554


4.
24
Properties=species:S:1:pos:R:3 method="wB97M-V/def2-TZVPD" de_lowest_kcal_mol=20.4 smiles="C=C(C)[C@@H](C)O.CC(=O)O" total_charge=0 homo_ev=-9.35 fmax_ha_per_bohr=0.02150 orbital_gap_ev=9.98
C -0.8182 -1.3637 -1.4525
C 0.0566 -0.3600 -1.2560
C -0.1515 0.9470 -1.9781
C 1.2536 -0.4323 -0.3270
C 1.7221 -1.8327 0.0580
O 2.3493 0.2352 -0.9513
H -1.6519 -1.2543 -2.1406
H -0.7289 -2.3207 -0.9495
H -1.2165 1.1654 -2.1129
H 0.3236 0.9103 -2.9641
H 0.2761 1.7859 -1.4194
H 1.0178 0.1282 0.5834
H 1.8734 -2.4549 -0.8317
H 1.0045 -2.3314 0.7168
H 2.6882 -1.7894 0.5731
H 3.0155 0.3809 -0.2583
C -0.8698 1.8168 2.1824
C -1.5197 0.5213 1.8208
O -1.2337 -0.5745 2.2674
O -2.5063 0.6729 0.9189
H -1.4337 2.3055 2.9788
H -0.8121 2.4659 1.3040
H 0.1533 1.6222 2.5170
H -2.7917 -0.2436 0.7207


5.
81
Properties=species:S:1:pos:R:3 method="wB97M-V/def2-TZVPD" de_lowest_kcal_mol=6.2 total_charge=+1 homo_ev=-9.67 fmax_ha_per_bohr=0.01008 orbital_gap_ev=7.60
Pb 0.5683 -0.4874 0.2835
C 1.7896 -2.4007 2.8765
N 2.4231 -1.3515 2.0748
C 3.5986 -1.8785 1.3831
C 4.0416 -1.0642 0.1842
C 5.3512 -1.1557 -0.2721
C 5.7177 -0.4622 -1.4137
C 4.7714 0.3228 -2.0566
C 3.4923 0.3622 -1.5345
N 3.1339 -0.3179 -0.4435
C 2.7312 -0.1588 2.8609
C 1.4897 0.5893 3.3209
C 1.5814 1.6460 4.2170
C 0.4187 2.2762 4.6302
C -0.8070 1.8131 4.1725
C -0.8091 0.7622 3.2730
N 0.3127 0.1869 2.8389
C 1.0475 -3.4051 2.0246
C 0.8787 -4.7142 2.4564
C 0.1204 -5.5841 1.6897
C -0.4282 -5.1268 0.5016
C -0.1895 -3.8179 0.1278
N 0.5215 -2.9727 0.8758
H 2.5148 -2.9165 3.5207
H 1.0510 -1.9293 3.5236
H 4.4498 -2.0035 2.0671
H 3.3404 -2.8733 1.0086
H 6.0713 -1.7653 0.2581
H 6.7271 -0.5375 -1.7952
H 5.0235 0.8938 -2.9387
H 2.7112 0.9501 -2.0055
H 3.3384 -0.4067 3.7442
H 3.3312 0.5046 2.2311
H 2.5455 1.9724 4.5860
H 0.4661 3.1126 5.3151
H -1.7372 2.2531 4.5027
H -1.7321 0.3519 2.8815
H 1.3244 -5.0361 3.3884
H -0.0341 -6.6043 2.0146
H -1.0371 -5.7631 -0.1249
H -0.5794 -3.4276 -0.8040
Se -2.3239 -0.8359 0.1631
P -1.9583 -0.9110 -1.9956
Se 0.1495 -0.9900 -2.5539
C -2.8261 -2.3757 -2.6461
C -2.1966 -3.2276 -3.5467
C -2.8566 -4.3593 -4.0037
C -4.1458 -4.6339 -3.5727
C -4.7677 -3.7915 -2.6606
C -4.1086 -2.6692 -2.1883
C -2.7332 0.5951 -2.6787
C -4.0205 0.9381 -2.2692
C -4.5806 2.1348 -2.6827
C -3.8553 3.0011 -3.4909
C -2.5730 2.6630 -3.8946
C -2.0121 1.4579 -3.4946
H -1.1967 -3.0017 -3.8940
H -2.3616 -5.0267 -4.6969
H -4.6691 -5.5034 -3.9485
H -5.7674 -4.0141 -2.3115
H -4.5835 -2.0298 -1.4554
H -4.5766 0.2793 -1.6154
H -5.5811 2.3982 -2.3652
H -4.2935 3.9390 -3.8069
H -2.0042 3.3404 -4.5180
H -1.0160 1.1858 -3.8179
N -0.7284 7.1680 1.0498
C 0.3031 6.5154 0.4631
O 1.2350 7.0753 -0.0725
C 0.2393 5.0105 0.5099
C 1.4383 4.3195 0.6513
C 1.4209 2.9409 0.5784
N 0.3043 2.2358 0.3860
C -0.8452 2.8967 0.2737
C -0.9264 4.2802 0.3233
H -0.7135 8.1739 1.0528
H -1.4769 6.6933 1.5182
H 2.3569 4.8720 0.7929
H 2.3388 2.3647 0.6556
H -1.7343 2.2891 0.1321
H -1.8839 4.7659 0.1860


6.
15
Properties=species:S:1:pos:R:3 method="wB97M-V/def2-TZVPD" de_lowest_kcal_mol=4.9 total_charge=0 homo_ev=-8.92 fmax_ha_per_bohr=0.02765 orbital_gap_ev=9.36
N 2.3901 -0.0669 -0.3102
C 1.2331 0.1874 0.3589
N 1.3366 0.8762 1.5192
N 0.0428 -0.1707 0.0037
C -0.3447 -0.6556 -1.2131
N -1.5944 -0.6466 -1.4536
C -2.3616 -0.0431 -0.4031
O -2.6145 1.1327 -0.3116
O -3.0172 -0.9809 0.3145
H 2.3473 -0.6730 -1.1160
H 3.2786 0.0324 0.1468
H 2.2127 1.2777 1.7965
H 0.4766 1.2425 1.8818
H 0.3727 -0.9511 -1.9851
H -3.7579 -0.5610 0.7713